C4H6N2O in the gas phase. Source: the OMol25 dataset; level of theory: ωB97M-V/def2-TZVPD.

The value obtained for the frontier orbital gap is 8.783 eV. The calculated total energy is -340.680138 hartree.

Cartesian coordinates (Å):
N -1.722 -0.281 -0.367
C -0.312 -0.230 -0.376
C 0.320 1.115 -0.076
C 1.258 0.952 0.860
C 1.265 -0.451 1.426
O 0.119 -0.724 -1.629
N 0.316 -1.024 0.705
H -2.233 0.581 -0.404
H -2.180 -1.031 0.121
H 0.055 2.017 -0.620
H 1.953 1.711 1.203
H 1.082 -0.632 -1.655
H 0.078 -2.003 0.812